The molecule C3H5FOS. Source: OMol25; level of theory: ωB97M-V/def2-TZVPD.

Computed properties:
F_max = 0.0440 hartree/bohr
gap between HOMO and LUMO = 9.77 eV
relative energy (zero: lowest compared OMol25 entry of this formula, charge and spin) = 1.315 eV
charge = 0
LUMO energy = 0.028 Eh
highest occupied orbital energy = -0.331 Eh
structure (SMILES) = O[C@@H]1[C@H](F)[C@@H]1S

Geometry as XYZ:
```
11
Properties=species:S:1:pos:R:3:nbo_charge:R:1
O 0.9637 1.4355 -0.5605 -0.6880
C 0.9046 0.7338 0.6006 0.0749
C 0.9341 -0.7733 0.4963 0.1610
F 1.0537 -1.2445 -0.7656 -0.3330
C -0.3502 -0.1180 0.9014 -0.4587
S -1.7484 -0.0537 -0.1938 -0.0055
H 1.1891 0.7866 -1.2986 0.4924
H 1.3285 1.2324 1.4860 0.1948
H 1.3422 -1.4318 1.2369 0.1836
H -0.6573 -0.0749 1.9545 0.2416
H -1.3517 1.0080 -0.8934 0.1369
```

The molecule C17H19BrN4O5S. Source: OMol25; level of theory: ωB97M-V/def2-TZVPD.

Computed properties:
F_max = 0.3211 hartree/bohr
gap between HOMO and LUMO = 8.59 eV
relative energy (zero: lowest compared OMol25 entry of this formula, charge and spin) = 14.424 eV
charge = 0
LUMO energy = -0.010 Eh
highest occupied orbital energy = -0.326 Eh
structure (SMILES) = CCOC(=O)c1cccc(NC(=O)CCNS(=O)(=O)c2cc(Br)cnc2N)c1

Geometry as XYZ:
```
47
Properties=species:S:1:pos:R:3:nbo_charge:R:1
C -5.3592 -0.5893 2.4152 -0.6089
C -4.8396 -0.8522 0.8892 -0.0795
O -3.7491 -0.3216 0.4784 -0.4722
C -3.6616 0.2837 -0.5370 0.8081
O -4.5203 0.1898 -1.3023 -0.6080
C -2.2988 1.0402 -0.8695 -0.1459
C -1.9987 1.5518 -2.0271 -0.2329
C -0.8853 2.4088 -2.2051 -0.1703
C 0.1538 2.3825 -1.1298 -0.1860
C 0.0000 1.4223 0.0107 0.1357
N 0.9610 1.1207 1.0709 -0.6043
C 2.1615 1.7078 1.1550 0.7014
O 2.8080 2.5942 0.1867 -0.6960
C 2.9356 1.2929 2.4050 -0.5146
C 3.3550 -0.1004 2.0915 -0.1876
N 3.8455 -0.3011 0.8809 -0.8545
S 3.6869 -1.6050 -0.3576 2.1408
O 4.7801 -1.7687 -1.1503 -0.8676
O 3.6016 -3.0570 0.7991 -0.9167
C 2.1327 -1.3653 -0.8988 -0.5564
C 0.9131 -2.1872 -0.2218 -0.0948
C -0.1993 -2.0052 -0.8878 -0.1321
Br -1.7934 -2.7543 0.0028 0.0347
C -0.2810 -1.0758 -2.1559 0.1344
N 0.7326 -0.6178 -2.7415 -0.4215
C 1.9873 -0.6927 -2.0024 0.3986
N 2.9779 -0.2041 -2.5728 -0.7408
C -1.3414 0.9159 0.1239 -0.2003
H -6.4298 -1.0731 2.4717 0.2247
H -5.4271 0.4070 2.4811 0.1976
H -4.5488 -1.0345 3.0523 0.2094
H -5.5959 -0.4064 0.1594 0.2086
H -4.7504 -1.9409 0.6945 0.1752
H -2.7816 1.9045 -2.6160 0.2370
H -0.5869 2.8509 -3.1333 0.2266
H 1.1102 2.5967 -1.1737 0.2349
H 0.5161 0.6696 1.8226 0.4172
H 3.8166 1.8502 2.3016 0.2442
H 2.2541 1.4191 3.3546 0.2370
H 4.1425 -0.6340 2.9673 0.1862
H 2.3485 -0.7970 2.3042 0.2068
H 4.6865 0.2129 0.6478 0.3954
H 1.0908 -2.7388 0.5510 0.2426
H -1.1942 -1.0351 -2.8111 0.2299
H 2.8230 0.3138 -3.4314 0.4168
H 3.9685 -0.1683 -2.2383 0.4264
H -1.5471 0.1905 1.1460 0.2205
```

The electronic energy results, record by record, are as follows: -18790.5865; -114999.8847 eV.